# 1
56
Properties=species:S:1:pos:R:3:mulliken_charge:R:1 method="wB97M-V/def2-TZVPD" smiles="CCCC[N+](CC#Cc1ccccc1)(CCCC)CCCS(=O)(=O)[O-]"
C -3.281 -2.673 -1.825 -1.34
C -2.232 -2.872 -0.739 -0.51
C -0.970 -2.059 -1.030 -0.15
C 0.071 -2.252 0.077 -1.12
N 1.001 -1.108 0.301 1.77
C 0.374 -0.113 1.234 -0.70
C -1.025 0.139 0.997 -0.16
C -2.203 0.358 0.870 0.03
C -3.577 0.582 0.622 0.08
C -4.523 0.369 1.625 -0.51
C -5.864 0.567 1.360 -0.55
C -6.275 0.973 0.101 -0.43
C -5.339 1.187 -0.898 -0.57
C -3.995 0.996 -0.644 -0.31
C 2.228 -1.585 1.019 -0.93
C 3.062 -2.658 0.318 -0.61
C 4.496 -2.646 0.867 -0.74
C 5.347 -1.549 0.238 -1.08
C 1.462 -0.500 -0.993 -1.41
C 0.763 0.768 -1.504 -0.39
C 1.800 1.853 -1.729 -1.39
S 2.653 2.245 -0.144 1.10
O 3.416 3.438 -0.395 -0.73
O 1.559 2.391 0.824 -0.77
O 3.464 1.055 0.169 -0.67
H -2.894 -2.975 -2.795 0.37
H -4.167 -3.265 -1.610 0.41
H -3.575 -1.627 -1.878 0.22
H -2.648 -2.555 0.220 0.36
H -1.978 -3.932 -0.664 0.42
H -1.250 -1.011 -1.107 -0.01
H -0.564 -2.374 -1.993 0.46
H 0.669 -3.133 -0.159 0.46
H -0.445 -2.439 1.022 0.19
H 0.480 -0.494 2.253 0.71
H 0.931 0.858 1.167 0.18
H -4.195 0.053 2.605 0.45
H -6.594 0.404 2.140 0.40
H -7.325 1.125 -0.102 0.39
H -5.659 1.508 -1.879 0.40
H -3.259 1.172 -1.416 0.47
H 1.923 -1.973 1.994 0.51
H 2.846 -0.690 1.164 0.52
H 3.112 -2.484 -0.756 0.35
H 2.630 -3.648 0.486 0.43
H 4.465 -2.518 1.950 0.34
H 4.955 -3.616 0.664 0.39
H 4.884 -0.570 0.336 0.27
H 5.496 -1.750 -0.821 0.28
H 6.322 -1.514 0.716 0.41
H 2.500 -0.198 -0.820 0.86
H 1.431 -1.283 -1.749 0.39
H 0.222 0.555 -2.432 0.47
H 0.045 1.160 -0.787 0.09
H 2.574 1.566 -2.433 0.39
H 1.351 2.792 -2.033 0.50

***

# 2
54
Properties=species:S:1:pos:R:3:mulliken_charge:R:1 method="wB97M-V/def2-TZVPD" total_charge=+1
O 0.474 0.168 -4.572 -0.40
C 0.276 1.472 -5.157 -0.41
C 0.031 0.879 -6.540 -0.89
H 1.164 2.099 -5.060 0.29
H -0.573 1.993 -4.708 0.25
C 0.249 -0.490 -5.867 1.59
H 0.769 1.137 -7.296 0.30
H -0.966 1.034 -6.945 0.30
C 1.487 -1.236 -6.305 -1.62
H 2.352 -0.576 -6.313 0.39
H 1.357 -1.646 -7.307 0.39
H 1.696 -2.061 -5.625 0.35
C -0.968 -1.380 -5.804 -1.66
H -1.838 -0.821 -5.465 0.38
H -0.803 -2.203 -5.109 0.35
H -1.190 -1.802 -6.785 0.40
Sn -0.087 -0.156 3.442 0.89
C -2.045 -0.647 4.688 -0.51
C -1.748 0.716 4.862 -0.70
C -1.924 1.353 3.612 -0.72
H -1.413 1.190 5.767 0.58
C -2.333 0.383 2.680 -0.42
C -2.390 -0.859 3.332 -0.66
H -2.645 -1.804 2.882 0.51
H -2.005 -1.399 5.456 0.62
H -1.728 2.390 3.409 0.70
H -2.521 0.557 1.634 0.60
C 1.018 -1.595 4.991 -0.45
C 0.248 -2.393 4.112 -0.62
C 0.778 -2.259 2.814 -0.50
H -0.597 -3.000 4.382 0.63
C 1.896 -1.395 2.902 -0.51
C 2.046 -1.001 4.239 -0.71
H 2.763 -0.291 4.606 0.62
H 0.847 -1.459 6.046 0.52
H 0.420 -2.761 1.932 0.60
H 2.496 -1.044 2.079 0.45
O 0.238 0.443 1.300 0.00
C -0.134 -0.437 0.217 -0.45
C -0.445 0.466 -0.959 -0.67
H -0.975 -1.044 0.542 0.34
H 0.710 -1.097 0.008 0.37
C 0.480 1.650 -0.705 -0.74
H -1.487 0.786 -0.927 0.24
H -0.273 -0.026 -1.913 0.35
C 0.411 1.797 0.799 -0.44
H 0.168 2.557 -1.218 0.41
H 1.496 1.414 -1.021 0.27
H -0.449 2.389 1.114 0.25
H 1.297 2.206 1.268 0.33
C 0.946 1.708 4.041 -1.46
H 0.985 1.770 5.148 0.36
H 1.982 1.703 3.648 0.46
H 0.459 2.620 3.646 0.43

***

Summary of E in eV
-39708.567; -31158.114
(order as listed above)
Summary of energy relative to the best compared isomer or geometry (same formula, charge and spin) in eV
2.804; 0.000
(order as listed above)
Summary of LUMO in eV
0.38; -3.61
(order as listed above)